Molecular formula: C34H39IrN5O2P2S2
Method: DFT, ωB97M-V/def2-TZVPD

Expectation value of S²: 8.790
E_tot, eV: -90493.815
Relative energy (zero: lowest compared OMol25 entry of this formula, charge and spin), kcal/mol: 120.3
LUMO energy (spin up / spin down), eV: -6.797 / -9.304

ORCA input file:
```
! RIJCOSX wB97M-V def2-TZVPD def2/J DEFGRID3
* xyz 2 6
Ir -1.5601 1.0757 0.8584
C 1.1794 -3.3802 0.5963
C 1.8134 -2.2284 0.8396
C 2.1428 -1.1464 -0.0978
C 0.9126 -0.5852 -0.8069
C -0.0242 -1.4402 -1.5857
C 0.0351 -2.7183 -1.9926
C 1.2815 -3.4977 -2.0205
C 1.3480 -4.2072 -0.6819
C -2.9380 -0.4892 0.7173
H 1.1363 -4.0495 1.5083
H 2.0426 -2.0295 1.8861
H 2.9797 -1.3706 -0.7676
H 2.4142 -0.3281 0.5620
H 0.2682 -0.0931 -0.0233
H 1.1849 0.3661 -1.3091
H -1.0228 -0.9945 -1.5702
H -0.9030 -3.2837 -1.9906
H 2.1487 -2.9069 -2.3216
H 1.1734 -4.2223 -2.8365
H 0.5485 -4.9656 -0.7244
H 2.3210 -4.7363 -0.5581
H -2.3484 -1.4245 0.5825
H -3.4342 -0.2041 -0.2307
H -3.7366 -0.8426 1.4103
P -1.4060 2.1308 -0.9492
P 1.6230 2.1793 1.1088
N -1.3794 2.0648 -2.9103
N -2.2984 3.7055 -1.0824
N 3.0379 2.3970 -0.1585
N 2.5111 3.3957 2.1786
C 0.2176 2.9997 -1.0709
C 0.6333 3.4985 0.2971
C -2.2500 1.2319 -3.5774
C -2.1291 1.4337 -4.9625
C -1.1701 2.4673 -5.1523
C -0.7482 2.8434 -3.8701
C -3.5197 3.8466 -0.4504
C -4.0223 5.1123 -0.7471
C -3.0942 5.7516 -1.6209
C -2.0475 4.8552 -1.8248
C 3.9856 1.3976 -0.4188
C 4.7586 1.7581 -1.5236
C 4.3861 3.0936 -1.8726
C 3.3498 3.4709 -0.9984
C 3.7056 4.1191 2.0635
C 3.7949 5.0743 3.0832
C 2.6065 4.9384 3.8804
C 1.8401 3.9342 3.2867
H 0.1523 3.8738 -1.7152
H 0.8857 2.2597 -1.5373
H 1.2156 4.4278 0.1925
H -0.2347 3.6595 0.9674
H -2.9044 0.5497 -3.0588
H -2.6455 0.8895 -5.7329
H -0.7879 2.8974 -6.0650
H -0.0508 3.6196 -3.6087
H -3.8911 3.0369 0.1662
H -4.9426 5.5256 -0.3669
H -3.1308 6.7376 -2.0594
H -1.1750 4.9747 -2.4569
H 4.0927 0.5175 0.2002
H 5.4731 1.1130 -2.0153
H 4.8007 3.7063 -2.6677
H 2.8449 4.4235 -0.9097
H 4.4121 3.9424 1.2815
H 4.6045 5.7785 3.2350
H 2.3523 5.5009 4.7726
H 0.8667 3.5550 3.5642
O 1.0407 -6.6699 2.3291
S -0.1516 -6.3308 1.5771
O -0.2677 -7.0063 0.3153
N -0.4417 -4.6787 1.4991
C -1.3585 -4.2002 2.3936
S -1.4716 -2.5904 2.8131
C -2.2024 -5.3133 2.8496
C -3.3839 -5.3311 3.6000
C -3.9312 -6.5457 3.9994
C -3.3174 -7.7664 3.6799
C -2.1378 -7.7659 2.9328
C -1.6250 -6.5428 2.5172
H -3.7884 -4.3496 3.8546
H -4.8424 -6.5096 4.5792
H -3.7792 -8.6868 4.0266
H -1.6277 -8.6990 2.6959
*
```

Mulliken atomic charge list, values in e, 5 entries: number 1, Ir, carries 0.9455; number 2, C, carries -0.5107; number 3, C, carries -0.5531; number 4, C, carries -0.2886; number 5, C, carries 2.2129